A structure of composition C56H69GeIMoN3OP. Source: the Open Molecules 2025 dataset; level of theory: wB97M-V/def2-TZVPD.

Geometry as XYZ:
```
133
Properties=species:S:1:pos:R:3:mulliken_spin:R:1
Mo -0.49 -0.47 0.26 0.686
C -0.54 1.44 1.43 0.037
C -1.62 0.67 2.02 0.000
C -1.68 0.22 3.36 -0.010
C -2.68 -0.60 3.78 0.037
C -3.65 -1.08 2.87 0.003
C -3.64 -0.65 1.57 0.030
C -2.62 0.22 1.11 -0.028
H 0.29 1.63 2.09 0.013
H -0.85 2.31 0.89 -0.042
H -0.96 0.61 4.07 0.001
H -2.73 -0.90 4.82 0.001
H -4.43 -1.75 3.21 0.000
H -4.42 -0.95 0.89 0.011
H -2.83 0.85 0.25 0.017
I -0.76 -2.90 1.54 -0.030
O 1.49 -0.43 1.24 0.022
P 2.84 -0.34 1.95 -0.016
C 3.72 1.13 1.35 0.001
C 2.78 2.30 0.98 0.002
C 3.62 3.44 0.41 -0.001
C 4.67 3.96 1.42 0.000
C 4.76 3.07 2.66 0.000
C 4.90 1.60 2.26 0.000
C 2.58 -0.30 3.75 0.009
C 1.39 -1.22 4.07 -0.001
C 1.29 -1.46 5.59 0.003
C 1.76 -0.23 6.39 0.000
C 1.46 1.05 5.61 0.000
C 2.30 1.11 4.32 0.001
C 3.92 -1.72 1.47 -0.002
C 3.40 -3.11 1.88 -0.001
C 3.81 -3.54 3.29 0.000
C 5.33 -3.43 3.49 0.000
C 5.80 -2.01 3.20 0.000
C 5.43 -1.61 1.77 0.000
H 4.12 0.76 0.40 0.001
H 2.23 2.65 1.85 0.003
H 2.04 1.96 0.25 -0.015
H 2.96 4.25 0.10 0.000
H 4.12 3.08 -0.50 0.000
H 4.43 4.98 1.73 0.000
H 5.65 4.00 0.95 0.000
H 3.87 3.22 3.28 0.000
H 5.62 3.36 3.27 0.000
H 4.99 0.98 3.16 0.000
H 5.84 1.49 1.72 0.000
H 3.48 -0.72 4.21 0.001
H 1.45 -2.17 3.55 -0.004
H 0.49 -0.74 3.70 -0.003
H 1.89 -2.33 5.87 0.001
H 0.26 -1.69 5.85 -0.001
H 2.84 -0.29 6.57 0.000
H 1.28 -0.21 7.37 0.000
H 1.67 1.93 6.22 0.000
H 0.39 1.08 5.37 -0.001
H 3.25 1.60 4.54 -0.001
H 1.78 1.72 3.59 0.002
H 3.80 -1.61 0.39 -0.001
H 3.81 -3.84 1.17 0.000
H 2.31 -3.16 1.77 -0.002
H 3.48 -4.57 3.46 0.000
H 3.32 -2.92 4.04 0.000
H 5.83 -4.12 2.80 0.000
H 5.60 -3.73 4.50 0.000
H 6.88 -1.93 3.33 0.000
H 5.35 -1.32 3.92 0.000
H 5.93 -2.32 1.09 0.000
H 5.81 -0.62 1.52 0.000
N 2.72 -1.11 -1.59 0.006
N 1.42 -0.53 -1.58 0.100
H 3.14 -0.99 -2.51 0.000
H 2.60 -2.11 -1.46 -0.001
H 0.87 -0.81 -2.38 -0.009
H 1.55 0.47 -1.63 -0.043
N -1.24 -1.32 -1.17 0.056
C -1.72 -2.18 -1.98 0.005
C -0.76 -2.98 -2.80 0.003
C -1.01 -3.24 -4.15 0.001
C -0.11 -3.99 -4.89 -0.001
C 1.03 -4.51 -4.29 0.004
C 1.28 -4.26 -2.94 -0.001
C 0.39 -3.49 -2.20 0.000
C -3.19 -2.43 -2.03 0.023
C -4.08 -1.43 -1.64 -0.002
C -5.44 -1.66 -1.63 -0.006
C -5.94 -2.90 -2.00 0.007
C -5.06 -3.91 -2.37 -0.003
C -3.69 -3.68 -2.38 0.007
H -1.89 -2.84 -4.62 0.000
H -0.30 -4.18 -5.94 0.000
H 1.72 -5.12 -4.86 0.000
H 2.16 -4.69 -2.47 0.000
H 0.57 -3.30 -1.15 0.000
H -3.70 -0.45 -1.37 0.009
H -6.12 -0.86 -1.33 0.000
H -7.01 -3.08 -2.00 0.000
H -5.44 -4.89 -2.64 0.000
H -3.01 -4.48 -2.64 0.001
C -1.18 0.20 -6.26 0.004
C -0.12 1.01 -5.88 -0.002
C 0.02 1.41 -4.56 0.008
C -0.90 1.01 -3.58 0.008
C -1.95 0.18 -3.98 -0.009
C -2.11 -0.20 -5.31 -0.002
Ge -0.76 1.69 -1.73 0.052
C 0.61 3.10 -1.87 0.011
C 1.94 2.85 -2.25 0.015
C 2.81 3.89 -2.55 -0.001
C 2.39 5.21 -2.47 0.002
C 1.08 5.48 -2.08 0.000
C 0.20 4.44 -1.79 -0.002
C -2.46 2.58 -1.30 0.041
C -2.56 3.52 -0.26 -0.009
C -3.78 4.08 0.10 0.002
C -4.94 3.70 -0.57 0.001
C -4.86 2.79 -1.61 0.000
C -3.63 2.23 -1.97 -0.001
H -1.29 -0.10 -7.30 0.000
H 0.61 1.34 -6.62 0.000
H 0.83 2.08 -4.30 0.001
H -2.68 -0.17 -3.27 0.002
H -2.96 -0.81 -5.60 0.000
H 2.32 1.84 -2.34 0.000
H 3.82 3.66 -2.86 0.000
H 3.07 6.02 -2.70 0.000
H 0.74 6.50 -2.02 0.000
H -0.82 4.68 -1.54 0.001
H -1.68 3.84 0.28 0.001
H -3.83 4.81 0.90 0.000
H -5.90 4.13 -0.29 0.000
H -5.75 2.50 -2.16 0.000
H -3.61 1.53 -2.79 0.001
```

Values from the calculation:
- multiplicity = 2
- ⟨S²⟩ = 0.765
- orbital gap (spin up / spin down) (eV) = 5.051 / 5.698
- total charge = +1


A structure of composition C21H30IrNO5S. Source: the Open Molecules 2025 dataset; level of theory: wB97M-V/def2-TZVPD.

Geometry as XYZ:
```
59
Properties=species:S:1:pos:R:3:nbo_charge:R:1
Ir -0.13 -0.01 0.30 1.466
O 1.90 -0.74 0.03 -0.699
C 2.62 -1.21 1.22 -0.077
C 3.15 -0.07 2.07 -0.433
C 2.06 0.95 2.41 -0.467
C 0.87 0.31 3.06 0.254
C 0.84 0.07 4.43 -0.217
C -0.27 -0.53 5.01 -0.079
C -1.35 -0.88 4.20 -0.211
C -1.27 -0.64 2.85 0.029
N -0.17 -0.08 2.30 -0.367
H 2.51 -0.21 -0.51 0.527
H 3.43 -1.86 0.89 0.236
H 1.89 -1.82 1.75 0.199
H 3.96 0.45 1.55 0.245
H 3.58 -0.52 2.96 0.256
H 1.74 1.46 1.51 0.228
H 2.47 1.72 3.06 0.272
H 1.68 0.38 5.04 0.265
H -0.30 -0.71 6.07 0.269
H -2.24 -1.33 4.62 0.268
H -2.07 -0.90 2.18 0.229
C 0.26 6.97 0.04 -0.270
O -1.12 6.51 0.03 -0.395
C -1.39 5.24 0.02 0.393
C -2.81 4.96 -0.05 -0.015
C -3.26 3.64 -0.10 -0.123
C -2.38 2.59 -0.05 -0.192
C -2.90 1.21 -0.13 0.647
C -4.34 0.97 -0.44 -0.725
O -2.19 0.20 0.07 -0.591
C -0.94 2.88 0.06 0.480
O -0.07 1.95 0.12 -0.624
C -0.48 4.20 0.07 -0.355
H 0.20 8.05 0.00 0.251
H 0.77 6.58 -0.84 0.208
H 0.75 6.64 0.95 0.205
H -3.49 5.80 -0.08 0.273
H -4.33 3.47 -0.18 0.260
H -4.64 1.52 -1.33 0.279
H -4.96 1.30 0.39 0.283
H -4.50 -0.10 -0.60 0.265
H 0.58 4.37 0.12 0.262
C 1.28 -4.65 0.26 -0.628
C -0.10 -4.53 -0.37 -0.569
S -1.10 -3.29 0.46 1.242
O -0.34 -1.97 0.14 -0.992
C -2.56 -3.29 -0.62 -0.579
C -3.84 -3.37 0.19 -0.625
H 1.88 -5.33 -0.35 0.268
H 1.23 -5.07 1.27 0.238
H 1.79 -3.69 0.29 0.206
H -0.69 -5.44 -0.25 0.267
H -0.06 -4.25 -1.42 0.253
H -2.46 -4.13 -1.31 0.263
H -2.47 -2.36 -1.19 0.244
H -3.87 -4.26 0.81 0.243
H -4.70 -3.42 -0.49 0.259
H -3.97 -2.50 0.83 0.202
```

Values from the calculation:
- multiplicity = 2
- ⟨S²⟩ = 0.780
- orbital gap (spin up / spin down) (eV) = 7.661 / 5.726
- total charge = +3


A cluster of 2 separate species, C4H6N2O in total. Source: the Open Molecules 2025 dataset; level of theory: wB97M-V/def2-TZVPD.

Geometry as XYZ:
```
13
Properties=species:S:1:pos:R:3:nbo_charge:R:1
C 1.47 0.49 -0.99 -0.251
C 0.32 0.14 -0.41 0.033
C -0.84 -0.58 -0.91 -0.373
C -1.70 -0.51 0.12 0.408
O -2.96 -0.93 0.24 -0.643
N -1.12 0.15 1.23 -0.196
N 0.03 0.55 0.93 -0.139
H 2.16 1.16 -0.48 0.224
H 1.76 0.14 -1.97 0.207
H -0.98 -0.97 -1.91 0.241
H -3.27 -0.65 1.11 0.497
H 2.92 0.45 1.45 -0.037
H 2.23 0.56 1.69 0.029
```

Values from the calculation:
- multiplicity = 1
- SMILES = C=C1C=C(O)N=N1.[H][H]
- orbital gap (eV) = 8.287


An isolated molecule of CH3BrClN. Source: the Open Molecules 2025 dataset; level of theory: wB97M-V/def2-TZVPD.

Geometry as XYZ:
```
7
Properties=species:S:1:pos:R:3:nbo_charge:R:1
N -0.25 -0.34 0.82 -0.816
C -0.03 -0.05 -0.44 0.053
Cl 1.44 -0.82 -1.03 -0.028
Br 0.59 2.14 -0.77 -0.283
H 0.30 -0.10 1.69 0.433
H -1.22 -0.54 0.94 0.397
H -0.83 -0.30 -1.21 0.245
```

Values from the calculation:
- multiplicity = 1
- SMILES = N[C@H](Cl)Br
- orbital gap (eV) = 9.584


An isolated molecule of C3H7NS2. Source: the Open Molecules 2025 dataset; level of theory: wB97M-V/def2-TZVPD.

Geometry as XYZ:
```
13
Properties=species:S:1:pos:R:3:nbo_charge:R:1
C -0.05 -1.27 1.22 -0.660
C -0.03 0.02 0.39 0.285
C -0.98 0.05 -0.83 -0.564
S -0.23 -0.86 -2.33 -0.041
N 0.76 0.95 0.75 -0.573
S 1.15 2.25 -0.27 0.158
H -1.04 -1.54 1.62 0.219
H 0.39 -2.02 0.62 0.232
H 0.57 -1.05 2.11 0.234
H -1.90 -0.51 -0.64 0.233
H -1.21 1.11 -1.08 0.234
H 0.79 -0.04 -2.27 0.118
H 1.78 2.90 0.71 0.125
```

Values from the calculation:
- multiplicity = 1
- SMILES = C/C(CS)=N/S
- orbital gap (eV) = 9.482


A structure of composition C39H32F4GaN7OPS3Se. Source: the Open Molecules 2025 dataset; level of theory: wB97M-V/def2-TZVPD.

Geometry as XYZ:
```
89
Properties=species:S:1:pos:R:3:lowdin_charge:R:1
Ga -0.34 0.68 -0.43 -0.318
O -0.32 0.31 -2.70 -0.580
S -0.67 -1.10 -2.36 0.837
N -0.67 -1.25 -0.88 -0.382
C 0.92 2.42 5.17 -0.103
C 2.31 1.79 5.03 -0.245
C 3.15 2.39 3.91 -0.171
C 2.66 2.05 2.50 -0.144
N 2.68 0.62 2.25 -0.004
C 1.61 -0.20 2.15 -0.594
Se -0.18 0.35 2.11 0.833
N 2.04 -1.47 2.04 0.006
C 1.17 -2.65 1.97 -0.130
C 0.52 -2.98 3.31 -0.184
C 1.52 -3.24 4.45 -0.247
C 2.25 -4.57 4.33 -0.094
C 3.42 -1.48 2.07 -0.154
C 4.35 -2.51 1.97 -0.001
C 5.69 -2.17 2.04 -0.077
C 6.09 -0.84 2.17 -0.066
C 5.18 0.19 2.24 0.004
C 3.83 -0.15 2.20 -0.150
H 0.40 2.01 6.02 0.078
H 0.31 2.24 4.29 0.018
H 1.01 3.50 5.31 0.080
H 2.20 0.71 4.87 0.099
H 2.84 1.92 5.97 0.112
H 4.18 2.05 4.03 0.099
H 3.15 3.48 4.01 0.124
H 3.31 2.53 1.76 0.129
H 1.65 2.41 2.35 0.071
H 1.79 -3.48 1.62 0.124
H 0.39 -2.45 1.22 0.092
H -0.11 -3.86 3.17 0.125
H -0.13 -2.15 3.59 0.074
H 0.96 -3.23 5.39 0.111
H 2.24 -2.42 4.50 0.099
H 1.54 -5.40 4.29 0.080
H 2.89 -4.72 5.20 0.078
H 2.88 -4.61 3.44 0.047
H 4.05 -3.54 1.85 0.113
H 6.43 -2.95 1.97 0.115
H 7.15 -0.61 2.20 0.114
H 5.49 1.22 2.32 0.117
S -2.48 1.78 -0.61 0.404
P -1.35 3.42 -1.04 0.275
S 0.56 2.95 -0.50 0.403
C -1.50 3.87 -2.78 -0.379
C -2.57 4.67 -3.18 -0.085
C -2.70 5.03 -4.51 -0.063
C -1.77 4.58 -5.44 -0.061
C -0.73 3.75 -5.05 -0.057
C -0.60 3.38 -3.72 -0.095
C -1.84 4.86 -0.07 -0.398
C -2.46 4.69 1.16 -0.091
C -2.77 5.80 1.93 -0.064
C -2.43 7.07 1.47 -0.064
C -1.78 7.23 0.26 -0.062
C -1.47 6.13 -0.51 -0.087
H -3.28 5.03 -2.44 0.114
H -3.52 5.65 -4.82 0.111
H -1.84 4.90 -6.47 0.111
H -0.01 3.39 -5.77 0.112
H 0.20 2.74 -3.41 0.068
H -2.71 3.69 1.50 0.084
H -3.27 5.67 2.88 0.111
H -2.67 7.93 2.08 0.111
H -1.51 8.22 -0.09 0.111
H -0.95 6.24 -1.46 0.115
F 4.22 -1.41 -0.64 0.141
C 5.25 -0.93 -1.33 -0.133
C 6.39 -1.64 -1.34 -0.134
F 6.45 -2.76 -0.65 0.147
C 7.55 -1.21 -2.08 -0.001
C 7.40 0.05 -2.78 -0.127
C 6.25 0.75 -2.75 -0.133
F 6.19 1.90 -3.41 0.156
C 5.09 0.30 -2.04 0.010
C 3.89 1.00 -2.05 -0.089
C 2.75 0.56 -1.32 -0.090
N 1.85 0.16 -0.73 0.192
C 3.70 2.20 -2.79 -0.169
N 3.53 3.17 -3.39 0.231
F 8.41 0.52 -3.47 0.167
C 8.71 -1.94 -2.12 -0.098
C 9.86 -1.54 -2.86 -0.150
N 10.82 -1.27 -3.44 0.239
C 8.88 -3.17 -1.42 -0.153
N 9.07 -4.17 -0.88 0.234
```

Values from the calculation:
- multiplicity = 1
- orbital gap (spin up / spin down) (eV) = 5.185 / 5.184
- total charge = +1


A structure of composition C12H19ClCoIN4O. Source: the Open Molecules 2025 dataset; level of theory: wB97M-V/def2-TZVPD.

Geometry as XYZ:
```
39
Properties=species:S:1:pos:R:3:nbo_charge:R:1
C -1.37 0.36 -3.48 -0.888
I 0.22 1.00 -4.45 -0.698
H -2.22 -0.01 -4.11 0.208
H -1.03 -0.48 -2.85 0.228
H -1.74 1.13 -2.81 0.211
C 0.54 3.46 1.94 -0.106
C -0.60 3.81 1.37 -0.092
N -1.07 2.72 0.67 -0.406
C -0.21 1.65 0.84 0.084
N 0.79 2.16 1.62 -0.395
H 1.19 4.03 2.58 0.200
H -1.15 4.74 1.41 0.200
C 2.09 -3.12 -1.18 -0.111
C 0.50 -1.69 -0.43 0.090
N 1.82 -1.83 -0.74 -0.386
H 0.72 -4.82 -1.34 0.203
N -0.01 -2.95 -0.59 -0.392
H 3.05 -3.46 -1.47 0.204
Co -0.54 -0.24 0.47 0.626
C -2.69 -0.63 1.24 -0.080
O -3.63 -0.87 0.57 -0.689
C 0.93 -3.81 -1.10 -0.087
C -1.36 -3.39 -0.27 -0.407
H -1.34 -4.48 -0.25 0.180
H -2.07 -3.05 -1.04 0.207
H -1.67 -3.01 0.71 0.257
C 2.88 -0.86 -0.56 -0.402
H 3.72 -1.16 -1.19 0.191
H 3.23 -0.86 0.47 0.196
H 2.55 0.14 -0.84 0.236
C 1.94 1.45 2.15 -0.404
H 2.85 2.00 1.92 0.170
H 1.99 0.44 1.75 0.259
H 1.84 1.38 3.24 0.206
C -2.30 2.69 -0.08 -0.404
H -2.11 2.58 -1.16 0.197
H -2.83 3.63 0.11 0.183
H -2.94 1.85 0.25 0.242
Cl -0.06 -0.96 2.54 -0.830
```

Values from the calculation:
- multiplicity = 5
- ⟨S²⟩ = 6.031
- orbital gap (spin up / spin down) (eV) = 1.180 / 5.555
- total charge = -2


A structure of composition C40H21Cl5F9N3PRh. Source: the Open Molecules 2025 dataset; level of theory: wB97M-V/def2-TZVPD.

Geometry as XYZ:
```
80
Properties=species:S:1:pos:R:3:mulliken_spin:R:1
Rh -0.38 -1.42 -1.14 1.234
Cl 0.42 -4.29 -3.60 0.100
C 0.88 -2.66 -3.70 0.214
C 0.13 -1.57 -3.27 0.063
C -0.02 -0.51 -4.16 0.138
Cl -1.52 0.26 -4.55 0.024
C 1.08 -0.26 -5.04 0.244
Cl 0.97 0.88 -6.32 0.115
C 2.25 -1.06 -4.87 0.058
Cl 3.74 -0.47 -5.48 0.018
C 2.12 -2.32 -4.37 0.059
Cl 3.47 -3.44 -4.28 0.017
N 1.86 -6.43 3.53 0.000
C 1.57 -5.83 2.56 0.000
C 1.19 -5.10 1.36 -0.003
C -0.14 -5.05 0.98 0.000
C -0.54 -4.18 -0.02 0.007
N 0.37 -3.32 -0.64 0.052
C 1.67 -3.51 -0.35 0.005
C 2.15 -4.38 0.61 0.001
H -0.85 -5.59 1.59 0.001
H -1.48 -4.28 -0.51 0.003
H 2.36 -2.85 -0.88 -0.004
H 3.22 -4.39 0.81 0.000
F -5.09 5.66 -1.44 0.000
C -5.26 4.27 -1.31 0.000
F -5.61 3.98 0.00 0.000
F -6.30 3.97 -2.09 0.000
C -3.95 3.53 -1.62 0.006
C -4.07 2.15 -1.92 -0.008
C -2.90 1.42 -1.80 -0.004
C -1.65 2.00 -1.43 0.037
C -1.57 3.40 -1.35 -0.008
C -2.74 4.16 -1.42 -0.002
P -0.34 0.88 -0.92 -0.089
C -0.26 1.34 0.81 0.277
C 0.56 2.36 1.22 -0.018
C 0.90 2.58 2.53 0.267
C 0.34 1.78 3.55 -0.041
C -0.69 0.89 3.20 0.226
C -1.08 0.67 1.82 0.092
C 0.51 1.98 4.97 0.016
F 1.52 2.89 5.14 0.000
F -0.66 2.53 5.52 -0.004
F 0.78 0.89 5.73 -0.002
C 1.27 1.41 -1.53 -0.016
C 1.51 2.16 -2.66 -0.012
C 2.79 2.69 -2.92 -0.001
C 3.85 2.44 -2.09 -0.004
C 3.65 1.52 -1.00 0.000
C 2.40 1.05 -0.73 0.019
C 5.08 3.34 -2.04 0.000
F 6.16 2.63 -1.57 0.000
F 4.88 4.39 -1.19 0.000
F 5.48 3.76 -3.30 0.000
H -5.09 1.79 -2.18 0.000
H -3.01 0.35 -1.90 -0.006
H -0.61 3.89 -1.23 -0.003
H -2.66 5.25 -1.36 0.000
H 1.03 3.12 0.56 0.027
H 1.65 3.32 2.81 0.001
H -1.34 0.53 3.99 0.003
H -2.14 1.05 1.68 0.063
H 0.71 2.54 -3.27 0.000
H 2.87 3.30 -3.84 0.002
H 4.44 1.18 -0.34 -0.001
H 2.26 0.34 0.15 0.021
N -1.26 -1.42 0.54 0.696
C -1.27 -0.83 1.65 -0.021
C -1.54 -1.70 2.86 0.111
C -0.48 -2.24 3.61 -0.002
C -0.67 -3.25 4.59 0.001
C -1.97 -3.60 4.90 0.015
C -3.08 -3.06 4.23 -0.004
C -2.79 -2.24 3.12 0.011
H 0.55 -1.89 3.34 0.003
H 0.20 -3.77 5.03 0.000
H -2.16 -4.40 5.63 0.000
H -4.08 -3.25 4.66 0.000
H -3.63 -1.95 2.37 0.003
```

Values from the calculation:
- multiplicity = 5
- ⟨S²⟩ = 6.094
- orbital gap (spin up / spin down) (eV) = 5.626 / 4.809
- total charge = +2


The ion C5H4BrN2O4 with charge -1. Source: the Open Molecules 2025 dataset; level of theory: wB97M-V/def2-TZVPD.

Geometry as XYZ:
```
16
Properties=species:S:1:pos:R:3:nbo_charge:R:1
C 0.16 1.09 0.21 0.262
C -2.17 0.39 0.36 0.005
C 0.82 2.35 0.70 0.710
C 1.10 0.07 -0.38 -0.472
C 0.35 -1.16 -0.83 0.149
N -0.95 0.64 0.47 -0.401
N -1.03 -0.92 -1.14 0.125
O 0.85 3.24 -0.09 -0.702
O -1.73 -1.91 -0.88 -0.390
O 1.18 2.34 1.87 -0.721
O 0.55 -2.17 0.19 -0.725
Br -2.98 -0.49 1.79 -0.017
H 1.72 0.55 -1.11 0.229
H 1.75 -0.16 0.44 0.264
H 0.72 -1.29 -1.88 0.197
H -0.33 -2.59 0.30 0.486
```

Values from the calculation:
- multiplicity = 1
- orbital gap (eV) = 7.497
- total charge = -1


Calculated energy above the lowest of the compared OMol25 structures with the same formula, charge and spin, 49.2; 13.6; 84.1; 18.8; 25.6; 8.3; 0.0; 67.0; 67.0 kcal per mole (same order as the records).